No. 1
Molecular formula: C5H12N2
Method: DFT, ωB97M-V/def2-TZVPD

Structure (XYZ):
```
19
Properties=species:S:1:pos:R:3:forces:R:3:nbo_charge:R:1
C -1.4185 2.3646 0.2381 -0.02 0.00 0.19 -0.66
C -1.0914 1.0417 -0.3800 1.56 -0.04 -0.43 0.31
N -1.5896 -0.0821 0.1733 0.36 -1.03 0.14 -0.78
C -0.1242 0.8755 -1.3751 -1.68 1.20 -0.63 -0.69
H -1.9979 -0.0153 1.0954 -0.06 0.05 -0.17 0.38
H -0.9493 -0.9035 0.0461 -0.93 0.70 0.03 0.42
H -0.5820 3.0557 0.1445 0.00 -0.04 -0.13 0.24
H -2.2792 2.8104 -0.2641 0.01 0.00 0.00 0.24
H -1.6585 2.2759 1.3010 -0.03 -0.05 -0.04 0.21
H -0.3574 0.1658 -2.1651 0.24 -0.45 0.24 0.25
H 0.3133 1.7735 -1.7918 0.08 0.17 0.14 0.22
C 1.8647 -1.5093 1.1104 0.17 0.24 0.14 -0.71
C 1.0471 -1.4435 -0.1485 0.18 1.89 -1.42 0.07
N 0.7757 -2.3962 -0.9312 -0.42 -0.51 0.04 -0.68
H 1.0833 -3.3201 -0.5942 0.15 0.17 0.03 0.31
H 0.7250 -0.1836 -0.7859 0.65 -2.16 1.89 0.24
H 1.2632 -1.8209 1.9685 -0.05 -0.06 -0.05 0.22
H 2.2446 -0.5113 1.3345 0.02 -0.02 0.10 0.22
H 2.7311 -2.1772 1.0242 -0.23 -0.05 -0.07 0.22
```
Forces are in eV/Å.

As for the net charge: 0. The calculation puts the energy above the lowest of the compared OMol25 structures with the same formula, charge and spin at 313.2 kJ/mol. The highest occupied orbital energy is -7.159 eV. As for the total energy: -307.11004 Eh. The value obtained for the HOMO-LUMO gap is 8.057 eV.

***

No. 2
Molecular formula: C5H12N2
Method: DFT, ωB97M-V/def2-TZVPD

Structure (XYZ):
```
19
Properties=species:S:1:pos:R:3:forces:R:3:nbo_charge:R:1
C 0.8641 1.2966 0.6531 0.07 -0.45 -0.67 -0.69
C -0.2058 0.3308 1.0774 0.24 0.37 3.42 0.37
C 0.3104 -0.7036 2.1392 -0.60 0.30 -1.28 -0.69
N -1.4210 0.7015 1.0477 -0.16 0.07 -1.92 -0.69
H 1.3480 1.7343 1.5236 -0.17 0.18 0.14 0.23
H 1.6486 0.7556 0.1237 0.01 -0.02 -0.10 0.23
H 0.4499 2.0516 -0.0098 0.04 0.15 0.13 0.23
H -0.4777 -1.4032 2.4098 0.07 -0.19 -0.11 0.22
H 0.5225 -0.1101 3.0286 0.09 0.07 -0.03 0.23
H 1.2247 -1.2099 1.8363 -0.06 -0.10 -0.03 0.22
H -2.1522 0.0267 1.2565 0.45 -0.23 0.90 0.35
C 0.7374 -1.0221 -2.1369 -0.96 0.28 0.03 -0.53
C -0.4324 -0.7131 -1.5374 0.54 -0.94 -1.62 0.01
N -1.2747 0.3287 -1.9117 0.12 0.23 0.49 -0.82
H 1.1833 -1.9974 -2.0701 0.10 -0.15 0.46 0.20
H 1.1329 -0.3954 -2.9209 0.15 0.31 -0.01 0.18
H -0.8948 -1.4738 -0.9189 0.00 0.24 0.33 0.19
H -0.8333 1.0406 -2.4769 0.08 -0.10 -0.08 0.36
H -1.7298 0.7622 -1.1136 -0.01 -0.02 -0.05 0.40
```
Forces are in eV/Å.

As for the net charge: 0. The calculation puts the energy above the lowest of the compared OMol25 structures with the same formula, charge and spin at 164.8 kJ/mol. The highest occupied orbital energy is -8.271 eV. As for the total energy: -307.16658 Eh. The SMILES is CC(C)=N.C=CN. The value obtained for the HOMO-LUMO gap is 9.242 eV.

***

No. 3
Molecular formula: C5H12N2
Method: DFT, ωB97M-V/def2-TZVPD

Structure (XYZ):
```
19
Properties=species:S:1:pos:R:3:forces:R:3:mulliken_spin:R:1
C 2.8067 -1.3129 0.5254 -1.70 -0.49 0.10 0.00
C 1.4427 -1.6886 1.3281 0.26 3.33 -0.66 0.00
C 0.3475 -0.4181 1.2473 0.06 -2.52 2.12 0.03
C -0.1610 -0.0028 -0.1347 0.16 -0.94 1.74 0.06
N -1.9430 1.1816 -2.1702 2.21 0.04 1.72 0.20
C -1.9431 1.6068 -0.7857 0.46 0.75 1.36 -0.09
N -1.0752 1.1563 0.0800 -1.28 -1.37 -4.63 0.79
H 3.5763 -0.8217 1.1174 -0.52 0.34 0.42 0.00
H 2.5877 -0.6655 -0.3572 0.23 -0.60 0.57 0.00
H 3.3204 -2.2048 0.1957 -0.18 -0.36 -0.39 0.00
H 1.6812 -1.8796 2.3709 0.02 0.59 0.23 0.00
H 0.8681 -2.5634 1.1049 0.13 -0.66 -1.17 0.00
H -0.5576 -0.7674 1.8464 1.02 0.37 -0.75 0.00
H 0.7058 0.4338 1.8108 0.42 0.25 -0.16 0.00
H 0.6797 0.1713 -0.7721 0.41 1.04 -0.51 0.00
H -0.6661 -0.9079 -0.5495 -0.50 1.00 0.22 0.03
H -0.9327 1.0102 -2.4236 -1.38 0.10 0.02 -0.01
H -2.4407 0.3050 -2.3025 -0.38 0.00 -0.10 -0.01
H -2.6522 2.4185 -0.4921 0.55 -0.85 -0.15 0.00
```
Forces are in eV/Å.

As for the net charge: +1. The spin multiplicity is 2. The calculation puts the energy above the lowest of the compared OMol25 structures with the same formula, charge and spin at 334.1 kJ/mol. The highest occupied orbital energy (alpha / beta) is -14.904 / -14.889 eV. As for the total energy: -306.82400 Eh. The value obtained for the HOMO-LUMO gap (alpha / beta) is 9.969 / 6.057 eV.

***

No. 4
Molecular formula: C5H12N2
Method: DFT, ωB97M-V/def2-TZVPD

Structure (XYZ):
```
19
Properties=species:S:1:pos:R:3:forces:R:3:nbo_charge:R:1
C -2.4303 1.6880 -0.3146 0.24 -0.09 0.40 0.12
N -1.8620 1.0655 0.6558 -0.09 1.17 -1.00 -0.40
C -0.8635 0.0550 0.6274 0.74 -1.29 2.31 0.11
C -0.8333 -0.7204 1.7281 -0.07 -0.77 -0.64 -0.29
C 0.1714 -0.1338 -0.4814 -3.20 1.25 -0.30 -0.50
C 1.4210 -0.8017 -0.0297 2.21 -0.14 -0.35 -0.21
N 2.5067 -0.5233 -1.1408 -2.18 -0.76 -0.22 -0.68
H -2.0617 1.6201 -1.3312 -0.16 -0.24 -0.01 0.23
H -3.2954 2.2937 -0.0631 0.17 0.18 -0.19 0.26
H -2.2155 1.3207 1.5741 -0.07 -0.49 0.29 0.46
H -0.3798 -1.7045 1.6142 0.63 0.39 0.25 0.23
H -1.2977 -0.6354 2.7108 -0.48 0.50 -0.52 0.26
H 0.2519 0.8820 -0.8801 0.87 0.02 -0.07 0.24
H -0.3723 -0.6699 -1.2773 0.66 -0.24 -0.04 0.26
H 1.2981 -1.8742 0.0599 0.10 -0.19 -0.27 0.26
H 1.9223 -0.4777 0.8897 -0.66 0.32 -0.09 0.26
H 2.7882 0.4532 -1.0943 0.63 -0.05 0.07 0.45
H 1.9900 -0.6315 -2.0200 0.25 0.14 -0.20 0.44
H 3.2621 -1.2058 -1.2277 0.39 0.27 0.59 0.47
```
Forces are in eV/Å.

As for the net charge: +2. The calculation puts the energy above the lowest of the compared OMol25 structures with the same formula, charge and spin at 89.6 kJ/mol. The highest occupied orbital energy is -18.196 eV. As for the total energy: -306.53675 Eh. The SMILES is C=[NH+]C(=C)CC[NH3+]. The value obtained for the HOMO-LUMO gap is 9.580 eV.

***

No. 5
Molecular formula: C5H12N2O
Method: DFT, ωB97M-V/def2-TZVPD

Structure (XYZ):
```
20
Properties=species:S:1:pos:R:3:forces:R:3:mulliken_spin:R:1
N -2.0290 -1.1927 0.8153 -0.50 -0.31 -0.01 0.75
C -0.6749 -1.5536 0.7543 -0.46 -1.79 -0.38 -0.10
C -0.4482 -2.5105 -0.6125 0.91 2.89 1.03 0.11
C 0.2846 -0.1791 0.8050 1.45 -0.34 -1.98 0.09
N -0.2607 0.6137 -0.3362 -0.34 -0.44 0.05 0.02
C 0.1195 2.0079 -0.3227 0.28 -0.64 0.61 0.01
C 1.5726 2.2288 -0.7856 -0.81 0.01 -0.77 0.00
O 1.5569 -0.5138 0.6676 -1.02 0.30 0.66 0.16
H -2.5514 -1.5473 1.6401 0.87 0.33 -0.28 -0.01
H -0.2996 -2.1582 1.6047 -0.15 0.18 -0.20 -0.01
H 0.0292 0.4530 1.6945 -0.10 -0.70 0.44 -0.01
H -0.7194 -1.8729 -1.4853 0.29 -0.49 0.54 0.00
H 0.6375 -2.7681 -0.6517 -0.82 0.17 0.00 0.00
H -1.0911 -3.3764 -0.5995 -0.17 -0.28 0.33 -0.02
H -1.2697 0.4555 -0.2764 0.16 0.53 -0.13 0.00
H -0.6443 2.5424 -0.9014 0.45 0.21 -0.19 0.00
H 0.1068 2.4549 0.7044 -0.30 -0.21 -0.15 0.00
H 1.7326 1.8745 -1.8270 -0.09 0.10 0.62 0.00
H 2.2862 1.7320 -0.1182 -0.32 0.11 -0.16 0.00
H 1.6624 3.3099 -0.7695 0.66 0.38 -0.04 0.00
```
Forces are in eV/Å.

As for the net charge: -1. The spin multiplicity is 2. The calculation puts the energy above the lowest of the compared OMol25 structures with the same formula, charge and spin at 142.8 kJ/mol. The highest occupied orbital energy (alpha / beta) is -3.155 / -3.009 eV. As for the total energy: -382.37758 Eh. The value obtained for the HOMO-LUMO gap (alpha / beta) is 7.493 / 6.613 eV.

***

No. 6
Molecular formula: C5H12N2O
Method: DFT, ωB97M-V/def2-TZVPD

Structure (XYZ):
```
20
Properties=species:S:1:pos:R:3:forces:R:3:nbo_charge:R:1
C 0.5925 0.5124 -0.4390 -3.28 -0.20 -3.45 -0.01
C 1.3567 -0.0961 2.0526 -2.32 0.47 -1.14 -0.13
C -0.0933 0.5181 0.8050 3.93 -0.84 5.51 -0.40
C -2.3400 0.8917 -1.5169 0.24 0.15 -0.11 -0.71
C -1.2576 -0.0718 -1.1293 1.74 -0.41 -1.18 0.29
N 1.5427 -0.3845 -0.8629 -0.28 -0.03 0.97 -0.84
O 1.3635 -1.4885 1.6960 0.34 0.24 0.32 -0.77
N -1.3650 -1.3192 -1.3200 -0.32 0.79 0.93 -0.69
H 2.1982 -1.8852 1.9861 -0.30 0.14 -0.03 0.47
H 0.6981 1.4916 -0.9025 0.16 -0.09 0.20 0.20
H 1.4927 -1.3084 -0.4329 0.56 0.49 -0.52 0.41
H 2.0909 -0.1384 -1.6751 -0.37 -0.59 0.24 0.40
H -0.6046 -1.8354 -0.8501 0.16 0.09 -0.56 0.33
H 0.9420 0.0519 3.0532 0.11 -0.09 -0.03 0.15
H 2.3471 0.3614 1.9705 -0.29 0.08 -0.34 0.16
H -0.7565 -0.2336 1.2150 0.01 -0.32 -0.70 0.22
H -0.3735 1.4986 1.1682 -0.16 0.18 -0.25 0.23
H -2.8586 1.2473 -0.6223 0.04 -0.02 -0.02 0.23
H -1.9051 1.7644 -2.0116 -0.08 -0.02 0.04 0.22
H -3.0703 0.4235 -2.1840 0.09 -0.04 0.13 0.23
```
Forces are in eV/Å.

As for the net charge: 0. The calculation puts the energy above the lowest of the compared OMol25 structures with the same formula, charge and spin at 536.2 kJ/mol. The highest occupied orbital energy is -6.868 eV. As for the total energy: -382.29829 Eh. The value obtained for the HOMO-LUMO gap is 7.704 eV.

***

No. 7
Molecular formula: C5H12N2O
Method: DFT, ωB97M-V/def2-TZVPD

Structure (XYZ):
```
20
Properties=species:S:1:pos:R:3:forces:R:3:nbo_charge:R:1
C -0.0340 0.8628 0.1752 3.04 1.31 0.50 0.49
C 0.3802 -0.3361 -0.5066 -3.57 -0.25 0.24 -0.11
C 0.8763 -1.5650 0.1919 -0.19 -0.02 -0.02 -0.65
N 0.3188 1.9888 -0.4686 -0.45 -0.34 0.38 -0.82
N -0.2845 0.8712 1.5375 -0.39 -0.04 -0.53 -0.79
C -1.4434 -0.2649 -0.7146 1.15 -1.41 -0.62 -0.21
C -2.2704 -1.0995 -0.1062 0.07 0.19 0.15 -0.39
O 2.4876 0.7624 -1.0146 -0.31 1.06 0.29 -1.18
H 3.1276 0.9324 -0.3151 0.12 0.04 -0.14 0.43
H 0.6087 -0.2267 -1.5548 0.34 0.26 0.20 0.28
H 0.1311 2.8548 0.0192 -0.13 -0.03 0.04 0.36
H 1.4266 1.7656 -0.8053 0.25 -1.10 -0.32 0.48
H -0.7330 1.7074 1.8830 0.07 -0.01 -0.03 0.39
H -0.6991 0.0350 1.9178 -0.03 -0.01 -0.01 0.38
H -1.6920 0.2529 -1.6292 -0.06 0.14 -0.01 0.22
H 0.7235 -1.5446 1.2714 0.00 0.05 -0.03 0.20
H 0.3966 -2.4615 -0.2041 0.08 0.02 -0.02 0.22
H 1.9488 -1.6126 0.0012 -0.03 0.05 -0.01 0.28
H -3.2697 -1.2900 -0.4797 -0.06 0.18 0.05 0.22
H -1.9996 -1.6324 0.8015 0.10 -0.10 -0.12 0.19
```
Forces are in eV/Å.

As for the net charge: 0. The calculation puts the energy above the lowest of the compared OMol25 structures with the same formula, charge and spin at 464.1 kJ/mol. The highest occupied orbital energy is -7.963 eV. As for the total energy: -382.32576 Eh. The value obtained for the HOMO-LUMO gap is 8.226 eV.

***

No. 8
Molecular formula: C5H12N2O
Method: DFT, ωB97M-V/def2-TZVPD

Structure (XYZ):
```
20
Properties=species:S:1:pos:R:3:forces:R:3:nbo_charge:R:1
C 1.0148 -1.5710 1.5407 6.59 -1.21 3.04 -0.75
C -0.2096 -1.3079 0.9324 -4.51 -0.86 -3.63 0.69
O -1.0151 -2.1526 0.4956 2.11 1.80 1.42 -0.54
N -0.4499 0.1136 0.7025 -0.73 0.23 -1.05 -0.54
C -1.5925 0.5198 1.4750 -1.18 -5.47 1.68 -0.37
C -0.5929 0.4380 -0.6990 0.92 -0.72 -2.92 -0.24
C 0.8434 0.7801 -1.3186 -2.43 0.57 -0.93 -0.22
N 0.6250 1.2782 -2.6876 0.43 1.45 -0.17 -0.86
H 1.9616 -1.4796 0.8425 -2.16 -0.14 0.59 0.27
H 1.3690 -0.7672 2.2887 -1.10 -1.12 -0.89 0.26
H 1.1862 -2.6049 2.0327 -0.79 1.63 -0.91 0.25
H -1.6566 1.5073 1.5754 0.01 4.12 0.37 0.19
H -1.2522 0.0395 2.4612 -1.59 1.04 -0.58 0.19
H -2.7028 0.1439 1.1743 2.62 0.32 0.39 0.18
H -1.1368 -0.4093 -1.3328 1.26 1.40 1.28 0.20
H -1.1888 1.3361 -0.9891 0.27 -0.45 1.14 0.22
H 1.3469 1.5607 -0.7464 -0.20 -0.21 0.22 0.19
H 1.4638 -0.0532 -1.4447 1.01 -1.56 0.75 0.17
H 1.2773 2.0549 -2.8925 -0.66 -0.87 -0.04 0.36
H 0.7093 0.5737 -3.4102 0.11 0.05 0.23 0.36
```
Forces are in eV/Å.

As for the net charge: 0. The calculation puts the energy above the lowest of the compared OMol25 structures with the same formula, charge and spin at 321.2 kJ/mol. The highest occupied orbital energy is -8.905 eV. As for the total energy: -382.38020 Eh. The SMILES is CC(=O)N(C)CCN. The value obtained for the HOMO-LUMO gap is 9.708 eV.

***

No. 9
Molecular formula: C5H12N2O
Method: DFT, ωB97M-V/def2-TZVPD

Structure (XYZ):
```
20
Properties=species:S:1:pos:R:3:forces:R:3:nbo_charge:R:1
C -1.8910 0.2558 -2.2496 0.26 0.05 0.13 -0.64
C -1.0951 1.3377 -1.5833 -0.04 0.01 0.07 -0.38
C -0.1723 1.1392 -0.6390 -0.22 0.26 -0.29 0.48
O 0.4770 2.1866 -0.0724 -0.05 -0.19 0.05 -0.70
N 0.2341 -0.1311 -0.2064 0.04 -0.03 0.00 -0.66
C 0.5511 -0.3270 1.1934 -0.13 -0.27 0.26 0.11
C 0.5836 -1.8258 1.4999 -0.07 0.39 -0.08 -0.63
N 1.8259 0.3450 1.4415 0.14 0.09 0.07 -0.86
H -1.3086 -0.2569 -3.0187 -0.06 -0.11 -0.11 0.20
H -2.2340 -0.4931 -1.5332 -0.12 -0.11 -0.01 0.19
H -2.7677 0.6848 -2.7279 -0.09 -0.08 -0.03 0.22
H -1.2583 2.3508 -1.9082 0.08 0.20 0.02 0.21
H 1.1561 1.8241 0.5300 0.12 0.05 0.05 0.50
H -0.3361 -0.8647 -0.5991 0.02 0.02 0.04 0.39
H -0.1876 0.1640 1.8551 0.14 -0.11 -0.17 0.17
H -0.4010 -2.2659 1.3624 -0.12 -0.10 0.00 0.21
H 0.8927 -1.9908 2.5300 0.01 -0.02 0.04 0.21
H 1.2877 -2.3231 0.8351 0.08 -0.05 -0.05 0.21
H 2.5520 -0.0808 0.8737 -0.01 -0.03 0.02 0.37
H 2.0913 0.2710 2.4166 0.01 0.04 -0.02 0.37
```
Forces are in eV/Å.

As for the net charge: 0. The calculation puts the energy above the lowest of the compared OMol25 structures with the same formula, charge and spin at 126.9 kJ/mol. The highest occupied orbital energy is -7.458 eV. As for the total energy: -382.45421 Eh. The SMILES is C/C=C(/O)N[C@@H](C)N. The value obtained for the HOMO-LUMO gap is 8.283 eV.

***

No. 10
Molecular formula: C5H12N2O
Method: DFT, ωB97M-V/def2-TZVPD

Structure (XYZ):
```
20
Properties=species:S:1:pos:R:3:forces:R:3:nbo_charge:R:1
C 2.0813 -0.8585 -1.1833 -0.08 -0.36 0.75 -0.48
C 1.5876 0.0195 -0.3168 -0.83 0.36 -0.61 0.20
N 2.1807 0.3930 0.9244 0.94 -0.20 -0.36 -0.86
C 0.3152 0.7801 -0.5962 -0.70 -0.44 1.37 -0.46
C -0.7187 0.5497 0.5732 0.12 -0.10 -0.53 -0.06
N -0.4428 -0.7147 1.3093 0.41 1.45 -0.54 -0.84
C -2.1564 0.4838 0.0030 0.37 0.81 0.89 -0.08
O -2.4637 -0.8095 -0.4971 0.29 0.34 -0.24 -0.73
H 2.9588 -1.4254 -0.8838 0.00 -0.02 -0.38 0.19
H 1.4886 -1.1599 -2.0373 0.36 0.18 -0.21 0.21
H 1.8566 -0.2210 1.6680 -0.36 0.24 -0.08 0.40
H 3.1750 0.2146 0.8187 0.07 0.09 0.28 0.36
H 0.5551 1.8451 -0.6453 -0.10 -0.05 -0.04 0.23
H -0.2353 0.4919 -1.4857 0.56 -0.24 -0.49 0.20
H -0.6482 1.4164 1.2388 -0.14 -0.28 0.15 0.19
H -0.2704 -1.3662 0.5558 -0.29 -0.68 0.28 0.37
H -1.2978 -0.9433 1.7896 -0.11 -0.54 0.09 0.36
H -2.8169 0.6910 0.8492 -0.26 0.02 -0.05 0.16
H -2.2911 1.2989 -0.7274 -0.09 -0.39 0.00 0.17
H -2.8576 -0.6853 -1.3572 -0.18 -0.18 -0.30 0.48
```
Forces are in eV/Å.

As for the net charge: 0. The calculation puts the energy above the lowest of the compared OMol25 structures with the same formula, charge and spin at 212.4 kJ/mol. The highest occupied orbital energy is -8.828 eV. As for the total energy: -382.42164 Eh. The SMILES is C=C(N)C[C@H](N)CO. The value obtained for the HOMO-LUMO gap is 9.602 eV.